# 1
64
Properties=species:S:1:pos:R:3:nbo_charge:R:1 method="wB97M-V/def2-TZVPD" relative_energy_kcal_mol=0.0 orbital_gap_ha=0.3565 energy_ha=-1842.2494 homo_ev=-9.05 smiles="CC(C)(C)OC(=O)NC[C@H]1CC[C@H](C(=O)NC[C@H](CC(=O)O)c2ccc(Cl)cc2)CC1"
C 4.594 2.976 -0.646 -0.643
C 3.341 3.020 0.228 0.273
C 2.082 3.182 -0.624 -0.647
C 3.437 4.151 1.253 -0.613
O 3.265 1.825 1.044 -0.530
C 3.151 0.609 0.493 0.926
O 3.038 0.364 -0.693 -0.719
N 3.225 -0.334 1.452 -0.617
C 3.052 -1.743 1.176 -0.198
C 1.586 -2.140 0.970 -0.235
C 0.720 -1.875 2.197 -0.399
C -0.752 -1.972 1.788 -0.398
C -0.993 -3.116 0.780 -0.313
C -1.099 -2.630 -0.667 0.698
O -0.406 -3.033 -1.576 -0.639
N -2.104 -1.745 -0.867 -0.636
C -2.471 -1.269 -2.176 -0.218
C -2.712 0.252 -2.232 -0.231
C -1.405 1.066 -2.280 -0.516
C -0.239 0.596 -1.424 0.825
O -0.224 0.579 -0.216 -0.656
O 0.796 0.286 -2.174 -0.691
C -3.676 0.655 -1.141 -0.046
C -3.252 1.062 0.119 -0.181
C -4.167 1.383 1.107 -0.243
C -5.522 1.297 0.837 -0.043
Cl -6.671 1.698 2.068 0.002
C -5.968 0.892 -0.410 -0.228
C -5.043 0.574 -1.388 -0.193
C 0.095 -4.184 0.903 -0.399
C 1.485 -3.619 0.586 -0.397
H 4.668 3.893 -1.224 0.215
H 4.545 2.133 -1.329 0.237
H 5.481 2.876 -0.025 0.211
H 2.021 4.202 -0.992 0.212
H 2.104 2.505 -1.473 0.231
H 1.199 2.968 -0.026 0.225
H 2.536 4.181 1.859 0.216
H 4.289 3.987 1.908 0.215
H 3.558 5.104 0.746 0.213
H 3.215 -0.015 2.406 0.406
H 3.488 -2.302 2.006 0.196
H 3.608 -1.971 0.262 0.217
H 1.193 -1.530 0.154 0.214
H 0.907 -0.874 2.591 0.208
H 0.959 -2.598 2.980 0.191
H -1.037 -1.021 1.339 0.227
H -1.369 -2.124 2.676 0.205
H -1.962 -3.581 1.000 0.226
H -2.681 -1.451 -0.095 0.404
H -1.660 -1.553 -2.853 0.243
H -3.390 -1.776 -2.499 0.192
H -3.216 0.441 -3.188 0.222
H -1.623 2.096 -1.987 0.239
H -1.039 1.068 -3.308 0.238
H 1.620 0.117 -1.647 0.532
H -2.197 1.127 0.336 0.253
H -3.828 1.699 2.081 0.227
H -7.025 0.830 -0.614 0.228
H -5.393 0.262 -2.361 0.212
H -0.126 -5.003 0.218 0.225
H 0.070 -4.582 1.919 0.199
H 1.684 -3.724 -0.479 0.234
H 2.237 -4.194 1.131 0.192



# 2
34
Properties=species:S:1:pos:R:3:nbo_charge:R:1 method="wB97M-V/def2-TZVPD" orbital_gap_ha=0.3732 energy_ha=-5765.6360 homo_ev=-12.86 total_charge=+1
C -2.476 0.140 -2.772 -1.038
B -1.014 -0.050 -2.300 1.107
O 0.019 0.709 -2.722 -0.880
N -0.623 -1.148 -1.295 -0.818
C -0.844 -0.968 0.024 0.698
N -2.054 -0.563 0.446 -0.794
N 0.122 -1.156 0.920 -0.555
C -0.005 -0.889 2.356 -0.253
C -0.885 -1.910 3.104 0.074
C -0.340 -2.337 4.468 -0.645
O -2.225 -1.405 3.209 -0.715
H -3.157 -0.662 -2.484 0.233
H -2.848 1.081 -2.348 0.267
H -2.524 0.270 -3.856 0.284
H 0.637 0.979 -2.027 0.515
H 0.339 -1.421 -1.475 0.405
H -2.326 -0.848 1.391 0.439
H -2.799 -0.689 -0.226 0.421
H 1.007 -1.503 0.586 0.421
H 1.010 -0.852 2.744 0.241
H -0.421 0.117 2.473 0.212
H -0.973 -2.780 2.450 0.193
H -0.320 -3.421 4.564 0.239
H -0.998 -1.956 5.249 0.241
H 0.665 -1.959 4.659 0.216
H -2.205 -0.470 3.448 0.473
Br 1.910 3.048 -0.729 -0.043
C 3.323 3.456 -2.006 -0.432
C 3.109 2.731 -3.309 -0.452
Br 3.467 0.827 -3.139 -0.017
H 4.252 3.171 -1.524 0.238
H 3.293 4.533 -2.150 0.243
H 3.796 3.105 -4.065 0.245
H 2.087 2.821 -3.666 0.236



# 3
17
Properties=species:S:1:pos:R:3:nbo_charge:R:1 method="wB97M-V/def2-TZVPD" relative_energy_kcal_mol=18.5 orbital_gap_ha=0.3728 energy_ha=-309.8129 homo_ev=-9.47 smiles="C[C@H]1CC=CC1=O.[H][H]"
C 1.893 -0.437 -0.482 -0.595
C 0.628 -0.046 0.278 -0.332
C 0.148 1.397 0.034 -0.448
C -1.196 1.237 -0.633 -0.081
C -1.582 -0.037 -0.743 -0.330
C -0.519 -0.929 -0.227 0.573
O -0.506 -2.142 -0.241 -0.556
H 1.742 -0.288 -1.559 0.205
H 2.759 0.154 -0.168 0.210
H 2.102 -1.499 -0.317 0.231
H 0.764 -0.239 1.349 0.234
H 0.845 1.964 -0.598 0.221
H 0.039 1.969 0.964 0.226
H -1.772 2.095 -0.975 0.213
H -2.506 -0.415 -1.164 0.231
H -1.521 -1.112 2.464 -0.020
H -1.317 -1.670 2.017 0.018



# 4
47
Properties=species:S:1:pos:R:3:nbo_charge:R:1 method="wB97M-V/def2-TZVPD" relative_energy_kcal_mol=25.6 orbital_gap_ha=0.3294 energy_ha=-1412.6757 homo_ev=-8.43
C -0.211 -1.813 2.702 -0.392
C -0.370 -2.646 1.693 -0.172
C -0.165 -2.326 0.242 -0.265
N 0.173 -0.938 0.004 -0.451
C 1.449 -0.555 -0.228 0.707
O 2.382 -1.331 -0.305 -0.615
C 1.592 0.948 -0.371 -0.417
C 2.570 1.536 0.654 -0.501
C 4.007 1.677 0.132 0.674
O 4.604 2.730 0.214 -0.629
N 4.512 0.558 -0.408 -0.635
C 5.871 0.468 -0.893 -0.224
C 6.675 -0.549 -0.092 -0.610
S -0.086 1.638 -0.173 0.250
C -0.817 0.023 0.046 0.345
N -2.022 -0.300 0.163 -0.522
C -3.110 0.546 0.261 0.191
C -3.085 1.708 1.031 -0.249
C -4.218 2.488 1.150 -0.211
C -5.383 2.121 0.499 -0.217
C -5.413 0.961 -0.258 -0.194
C -4.294 0.155 -0.380 -0.039
C -4.315 -1.083 -1.228 -0.419
C -3.719 -0.808 -2.610 -0.593
H -0.374 -2.122 3.719 0.209
H 0.085 -0.785 2.567 0.186
H -0.668 -3.671 1.867 0.207
H -1.078 -2.554 -0.315 0.236
H 0.662 -2.927 -0.154 0.247
H 1.926 1.190 -1.385 0.259
H 2.240 2.538 0.934 0.249
H 2.585 0.918 1.556 0.233
H 3.966 -0.297 -0.398 0.427
H 5.854 0.181 -1.951 0.186
H 6.309 1.464 -0.803 0.230
H 6.211 -1.532 -0.155 0.203
H 6.722 -0.252 0.953 0.210
H 7.687 -0.615 -0.482 0.212
H -2.180 1.980 1.553 0.214
H -4.190 3.385 1.751 0.214
H -6.269 2.732 0.586 0.213
H -6.326 0.672 -0.759 0.209
H -3.730 -1.862 -0.733 0.220
H -5.342 -1.435 -1.340 0.206
H -4.288 -0.034 -3.119 0.206
H -2.689 -0.471 -2.517 0.203
H -3.736 -1.709 -3.219 0.206



# 5
15
Properties=species:S:1:pos:R:3:nbo_charge:R:1 method="wB97M-V/def2-TZVPD" relative_energy_kcal_mol=16.8 orbital_gap_ha=0.3335 energy_ha=-1065.9553 homo_ev=-8.71 smiles="CCSS.O=CO"
C 0.968 1.556 -1.923 -0.631
C 1.103 0.497 -0.796 -0.522
S 1.066 1.275 0.872 0.093
S 1.352 -0.447 1.977 -0.155
H 1.860 2.219 -2.048 0.218
H 0.089 2.231 -1.778 0.220
H 0.825 1.028 -2.910 0.224
H 2.086 -0.079 -0.904 0.219
H 0.240 -0.168 -0.839 0.216
H 0.469 0.002 2.893 0.162
O -2.594 -0.498 1.531 -0.590
C -2.441 -1.620 1.121 0.646
O -1.260 -2.191 0.857 -0.706
H -3.242 -2.250 0.799 0.113
H -0.521 -1.554 1.147 0.493